--- one ---
{"formula": "C5H13NS2", "method": "ωB97M-V/def2-TZVPD", "total_charge": 1, "s2": 0.754, "homo_lumo_gap_ev": [9.8, 5.3], "multiplicity": 2, "species": ["H", "H", "H", "C", "H", "S", "H", "C", "C", "S", "H", "H", "C", "H", "H", "H", "H", "N", "H", "H", "C"], "coordinates": [[-1.237, -1.126, -0.112], [-2.010, 1.313, 1.057], [-0.649, 0.508, 2.022], [-0.225, 0.474, -0.973], [1.509, 0.428, -2.318], [3.143, 1.892, -0.316], [-1.108, 0.530, -1.643], [0.926, -0.228, -1.669], [1.886, -0.869, -0.676], [2.370, 0.288, 0.710], [1.512, -1.773, -0.191], [4.417, 1.384, -0.506], [-1.465, 0.389, 1.281], [-3.100, 0.219, 2.439], [-3.402, -0.573, 0.875], [-2.352, -1.414, 2.151], [0.470, -1.083, -2.194], [-0.795, -0.243, 0.153], [2.837, -1.120, -1.180], [-0.027, 1.485, -0.610], [-2.702, -0.483, 1.701]]}

***

--- two ---
{"formula": "C5H13NS2", "method": "ωB97M-V/def2-TZVPD", "total_charge": 1, "s2": 0.757, "homo_lumo_gap_ev": [10.6, 3.8], "multiplicity": 2, "species": ["H", "C", "H", "S", "C", "H", "H", "H", "H", "C", "H", "H", "H", "N", "H", "H", "H", "S", "H", "C", "C"], "coordinates": [[4.578, -0.120, -1.807], [2.825, -0.100, -0.550], [0.292, -0.114, -1.422], [-1.680, 1.921, 0.881], [-0.009, -0.944, 0.678], [4.337, -1.539, -0.688], [0.389, -1.846, 1.146], [-2.808, 2.529, 1.364], [-1.807, -1.927, 0.047], [4.307, -0.459, -0.812], [-0.100, -1.689, -1.288], [-2.009, -1.302, 1.615], [2.514, 0.659, -1.281], [1.940, -1.275, -0.774], [0.309, -0.072, 1.250], [4.915, 0.108, -0.113], [2.586, 0.185, 0.473], [-2.308, 0.334, -0.159], [2.159, -1.678, -1.679], [0.539, -0.974, -0.749], [-1.523, -1.066, 0.666]]}

***

Which one is most stable, and which one is least stable? one is the most stable of them, while two is the least stable.

***

--- one ---
{"formula": "H15O7S", "method": "ωB97M-V/def2-TZVPD", "total_charge": -1, "homo_lumo_gap_ev": 7.5, "species": ["H", "H", "H", "O", "O", "H", "H", "H", "O", "H", "S", "H", "O", "O", "H", "O", "H", "H", "H", "H", "O", "H", "H"], "coordinates": [[-0.440, -2.501, -1.619], [2.887, 1.811, 1.815], [1.682, -2.479, 0.343], [0.054, 1.661, -2.811], [-1.770, 0.303, -1.372], [0.272, -0.016, 2.228], [-1.524, -0.309, -0.660], [1.853, -1.100, -0.268], [-0.052, 2.118, 0.249], [-0.647, 1.131, -2.382], [-0.529, -3.113, -0.421], [0.029, 3.066, 0.133], [2.108, -1.613, 0.507], [-2.954, -1.663, 0.598], [-2.610, -1.418, 1.466], [1.182, -0.127, 2.524], [0.663, 1.133, -3.324], [-2.176, -2.232, 0.274], [1.553, -0.723, 1.822], [-2.703, 0.513, -1.289], [2.327, 2.154, 1.097], [1.578, 1.605, 1.386], [-0.784, 1.796, -0.297]]}

***

--- two ---
{"formula": "H15O7S", "method": "ωB97M-V/def2-TZVPD", "total_charge": -1, "homo_lumo_gap_ev": 6.7, "species": ["O", "H", "H", "H", "O", "H", "H", "H", "H", "H", "O", "O", "H", "H", "S", "O", "H", "H", "H", "H", "O", "O", "H"], "coordinates": [[1.612, -2.130, 0.579], [0.609, 2.778, 1.540], [-2.091, -1.746, -1.064], [1.024, 0.354, -2.141], [2.569, 0.613, 0.506], [2.030, -2.662, 1.267], [-0.408, -0.122, 2.191], [2.319, 0.779, -0.422], [0.678, 1.745, -1.548], [-0.463, -1.527, -1.654], [0.284, 1.967, 1.944], [1.332, 1.286, -2.091], [0.856, -2.052, -1.094], [0.893, -1.637, 1.064], [-2.787, -1.042, -0.164], [-0.967, 2.797, -0.788], [-1.448, 2.439, -0.017], [-0.742, 3.685, -0.499], [0.970, 1.319, 1.742], [2.399, -0.332, 0.624], [-0.447, -1.024, 1.822], [0.464, -1.651, -1.893], [-1.346, -1.038, 1.349]]}

***

Which one is most stable, and which one is least stable? two is the most stable of them, while one is the least stable.

***

--- one ---
{"formula": "C4H6NO2", "method": "ωB97M-V/def2-TZVPD", "total_charge": 1, "homo_lumo_gap_ev": 8.9, "species": ["H", "C", "H", "C", "H", "O", "C", "H", "N", "C", "O", "H", "H"], "coordinates": [[3.218, -0.617, 0.416], [2.748, 0.311, 0.048], [-2.290, -1.184, -0.995], [1.488, 0.679, -0.197], [3.533, 1.094, -0.028], [-1.657, 1.596, 0.120], [0.508, -0.360, 0.002], [-1.977, -1.358, 0.574], [-1.371, 0.434, -0.063], [-2.353, -0.605, -0.006], [0.353, -1.501, -0.091], [-3.245, -0.202, 0.436], [1.047, 1.713, -0.216]]}

***

--- two ---
{"formula": "C4H6NO2", "method": "ωB97M-V/def2-TZVPD", "total_charge": 1, "homo_lumo_gap_ev": 10.3, "species": ["H", "O", "H", "H", "H", "C", "C", "H", "C", "O", "H", "N", "C"], "coordinates": [[-2.111, -0.258, 1.146], [-0.390, 1.568, 0.836], [-1.059, -0.280, 2.642], [-1.055, -1.691, 1.357], [1.321, -1.634, -1.041], [-0.299, 0.196, 0.645], [0.436, 1.777, -0.256], [0.262, -0.999, -2.291], [-1.092, -0.597, 1.572], [0.842, 2.765, -0.782], [1.772, -0.266, -1.890], [0.948, -0.760, -1.470], [0.424, 0.178, -0.468]]}

***

Which one is most stable, and which one is least stable? two is the most stable of them, while one is the least stable.

***

--- one ---
{"formula": "C3H3N2OS", "method": "ωB97M-V/def2-TZVPD", "total_charge": 1, "homo_lumo_gap_ev": 6.6, "species": ["C", "C", "H", "H", "H", "O", "S", "C", "N", "N"], "coordinates": [[0.760, 0.018, -0.318], [0.216, -0.929, 0.497], [0.950, -1.662, 0.823], [-1.040, -1.772, 1.963], [1.793, -0.125, -0.625], [0.326, 3.205, -1.764], [-2.564, -0.896, 0.432], [-1.074, -1.186, 1.048], [0.225, 1.151, -0.812], [0.407, 2.194, -1.244]]}

***

--- two ---
{"formula": "C3H3N2OS", "method": "ωB97M-V/def2-TZVPD", "total_charge": 1, "homo_lumo_gap_ev": [7.0, 9.3], "species": ["H", "N", "C", "S", "H", "O", "H", "C", "N", "C"], "coordinates": [[-0.868, 0.665, -1.421], [1.201, -0.557, 1.821], [-1.167, -0.343, -1.348], [-0.733, -1.319, 0.141], [-2.177, -0.448, -1.707], [0.561, 1.049, 0.342], [-0.426, -0.958, -1.851], [1.815, 0.653, 1.949], [1.434, 1.591, 1.190], [0.359, -0.333, 0.885]]}

***

Which one is most stable, and which one is least stable? one is the most stable of them, while two is the least stable.

***

--- one ---
{"formula": "CH2N2O4", "method": "ωB97M-V/def2-TZVPD", "homo_lumo_gap_ev": 10.8, "species": ["C", "O", "H", "N", "O", "O", "O", "H", "N"], "coordinates": [[-0.365, 0.125, 0.511], [1.756, 1.324, -1.355], [-1.379, -0.239, 2.157], [1.065, 0.413, -1.607], [0.458, -0.430, -0.438], [0.734, -0.094, -2.603], [-0.549, 1.314, 0.534], [-0.873, -1.705, 1.360], [-0.848, -0.708, 1.440]]}

***

--- two ---
{"formula": "CH2N2O4", "method": "ωB97M-V/def2-TZVPD", "homo_lumo_gap_ev": 10.2, "species": ["C", "N", "O", "H", "N", "O", "H", "O", "O"], "coordinates": [[-0.661, 0.654, -0.123], [1.979, -0.427, -0.152], [-0.541, 1.813, -0.023], [-2.715, 0.253, 0.379], [-1.747, -0.068, 0.169], [2.425, 0.626, -0.195], [-1.523, -1.026, 0.103], [2.445, -1.475, 0.078], [0.339, -0.350, -0.237]]}

***

Which one is most stable, and which one is least stable? one is the most stable of them, while two is the least stable.